{
  "formula": "H3NOPS",
  "method": "wB97M-V/def2-TZVPD",
  "elements": ["O", "P", "N", "S", "H", "H", "H"],
  "xyz": [[1.874407, -0.070296, 1.136556], [0.820843, 0.020473, 0.029393], [-0.356557, -1.199816, 0.215730], [-1.850364, -0.580152, -0.397694], [0.231405, 1.321964, 0.053238], [1.406403, -0.112012, -1.266037], [-2.126138, 0.619839, 0.228814]],
  "forces_ev_per_angstrom": [[-0.786, 0.455, -1.741], [0.063, -2.699, 2.734], [0.503, 2.754, -0.476], [0.061, -0.203, -0.270], [-0.051, -0.231, -0.361], [-0.094, 0.399, 0.016], [0.305, -0.475, 0.098]],
  "relative_energy_kj_mol": 0.00,
  "total_energy_ha": -871.363924,
  "homo_ev": -3.0,
  "total_charge": -1
}